{"formula": "C3H8OS", "method": "ωB97M-V with the def2-TZVPD basis set", "species": ["C", "C", "C", "O", "S", "H", "H", "H", "H", "H", "H", "H", "H"], "coordinates": [[0.936, 1.391, -0.655], [0.994, -0.703, 1.222], [-0.614, -0.995, -0.920], [-1.290, 0.988, 0.873], [0.114, 0.287, 0.216], [0.291, 2.009, -1.477], [1.747, 2.034, -0.215], [0.420, -1.557, 1.787], [1.494, -0.064, 1.954], [-1.593, -1.241, -0.767], [-0.378, -0.547, -1.956], [0.146, -1.768, -0.873], [-2.267, 0.166, 0.811]], "e_lumo_ev": -0.097, "total_energy_ha": -592.2651, "orbital_gap_ev": 7.43, "molar_mass_da": 92.2, "de_lowest_kj_mol": 664.0, "spin_multiplicity": 1, "homo_energy_ev": -7.53}